Entry 1
The following is a quantum chemistry calculation of one molecule with the formula C4H8FN, from the Open Molecules 2025 dataset.

Computed properties:
E_HOMO, eV: -9.1
Net charge: 0
LUMO level, eV: 0.718
SMILES string: C/C(=C/F)CN

Positions of all 14 atoms, in Å:
N1 0.3431 1.7539 -0.8825
H1 0.5235 -1.4519 1.4778
F1 -0.8493 -0.1912 1.9272
H2 -1.3296 0.8238 0.3381
H3 1.3388 -0.1829 -1.6756
C1 -0.0513 -0.6881 1.0427
H4 0.8054 -2.0836 -1.8079
C2 1.0945 -1.1428 -0.9835
H5 -1.1017 0.6615 -1.6440
H6 1.2644 1.6570 -0.0626
H7 0.5600 1.5330 -2.0037
C3 -0.1734 -0.5608 -0.2855
C4 -0.7023 0.7495 -0.6717
H8 2.1759 -1.6605 -0.4021

***

Entry 2
The following is a quantum chemistry calculation of one molecule with the formula C4H8FN, from the Open Molecules 2025 dataset.

Computed properties:
E_HOMO, eV: -8.2
Net charge: 0
LUMO level, eV: 1.065
SMILES string: CN1CC(F)C1

Positions of all 14 atoms, in Å:
F1 -2.0836 0.0171 -0.4942
H1 -0.2272 1.8625 -0.4818
H2 0.3281 1.4506 1.2206
H3 2.6527 1.0458 -0.2912
N1 0.8194 -0.0017 -0.2449
C1 -0.0498 1.0552 0.1976
H4 2.7143 -0.4082 0.7683
C2 -1.0993 -0.0024 0.4438
C3 -0.0636 -1.0807 0.2166
H5 -1.6035 -0.0291 1.3655
H6 0.3063 -1.6174 1.0420
H7 -0.2700 -1.7341 -0.6497
C4 2.2739 0.0094 -0.1639
H8 2.7479 -0.6000 -0.9768

***

Which of them is the most stable, and which is the least stable? entry 2 and entry 1, in that order.

***

Entry 1
The following is a quantum chemistry calculation of an isolated ion of composition C4H7ClN and charge +1, from the Open Molecules 2025 dataset.

Computed properties:
E_HOMO, eV: -14.4
Net charge: +1
LUMO level, eV: -3.329
SMILES string: C[NH2+][C@H]1C=C1Cl

Positions of all 13 atoms, in Å:
N1 0.2669 0.2252 -0.2245
C1 -1.7998 1.6590 -0.2810
Cl1 -3.6000 -0.5884 0.0608
C2 -0.8806 0.7625 0.5667
C3 -2.3990 0.5188 -0.0006
C4 0.6549 -1.2167 -0.0398
H1 -0.5853 0.8476 1.5614
H2 -2.1774 2.6178 -0.6953
H3 1.0236 0.7932 -0.0225
H4 1.5321 -1.2671 -0.6475
H5 0.2720 0.3692 -1.1786
H6 -0.0480 -2.0018 -0.6057
H7 0.8089 -1.6449 0.9008

***

Entry 2
The following is a quantum chemistry calculation of an isolated ion of composition C4H7ClN and charge +1, from the Open Molecules 2025 dataset.

Computed properties:
E_HOMO, eV: -15.2
Net charge: +1
LUMO level, eV: -3.400
SMILES string: Cl[C@@H]1C[N@@H+]2C[C@H]12

Positions of all 13 atoms, in Å:
H1 0.9656 -2.0853 -0.5378
C1 0.1662 -1.3161 -0.4544
H2 -1.7091 1.0115 1.6032
C2 -0.1409 -0.6217 0.8704
H3 -0.0140 2.1298 -0.0243
N1 0.6857 -0.0012 -0.2428
C3 -1.3239 0.4363 0.7239
H4 -0.7891 -1.5429 -1.0750
H5 -0.8548 1.0657 -1.2950
H6 1.6655 0.1234 -0.4465
C4 -0.3143 1.1144 -0.3057
H7 0.1057 -0.9518 1.9076
Cl1 -2.7171 -0.1148 -0.1903

***

Which of them is the most stable, and which is the least stable? entry 2 and entry 1, in that order.

***

Entry 1
The following is a quantum chemistry calculation of one molecule with the formula C4H10N4O, from the Open Molecules 2025 dataset.

Computed properties:
E_HOMO, eV: -8.5
Net charge: 0
LUMO level, eV: 0.850
SMILES string: CC(=O)[C@@H](N)N=C(N)N

Positions of all 19 atoms, in Å:
N1 -1.0940 -0.0192 0.0531
H1 -0.0228 -2.5958 -0.1738
H2 0.9001 -2.8006 1.3144
N2 0.2048 1.6521 -1.0351
H3 1.7547 -2.7004 -0.2509
N3 0.0814 1.0386 1.9095
H4 0.3033 1.7929 1.2747
C1 0.9084 -2.3330 0.3277
N4 -1.9375 1.0748 -1.7392
C2 -0.2029 -0.1817 1.1788
H5 -0.6841 -0.8889 1.8677
H6 1.0983 1.1973 -0.7111
O1 1.9100 -0.1790 0.0325
H7 -2.7116 0.4440 -1.6344
H8 0.8932 0.8959 2.5169
C3 -0.9109 0.8798 -0.8534
H9 0.2620 2.1715 -1.8982
H10 -1.7367 1.3960 -2.6706
C4 0.9843 -0.8443 0.4911

***

Entry 2
The following is a quantum chemistry calculation of C4H10N4O as an isolated structure, from the Open Molecules 2025 dataset.

Computed properties:
E_HOMO, eV: -9.2
Net charge: 0
LUMO level, eV: 0.315

Positions of all 19 atoms, in Å:
H1 1.3783 -1.1585 3.0918
H2 1.3623 -1.6962 -2.9496
H3 -3.2226 0.8615 -0.4409
N1 0.8584 0.1387 1.5240
C1 0.9153 -1.6924 -1.5233
H4 1.7533 -2.3006 -0.8336
O1 -1.1175 0.2305 -2.0637
H5 -1.1045 0.4888 1.2191
N2 1.3829 -0.1351 0.4179
H6 1.6508 0.9388 3.2216
H7 -2.2392 2.2573 -0.3903
C2 -0.5953 0.1588 -0.9142
C3 -2.4332 1.4094 0.1679
N3 -1.2813 0.5149 0.2949
H8 -2.6295 1.7417 1.1569
H9 2.7552 -0.4293 2.0032
H10 0.0879 -2.4711 -1.4537
N4 0.6026 -0.2427 -0.7782
C4 1.8148 -0.2103 2.5487

***

Entry 3
The following is a quantum chemistry calculation of C4H10N4O as an isolated structure, from the Open Molecules 2025 dataset.

Computed properties:
E_HOMO, eV: -8.7
Net charge: 0
LUMO level, eV: 0.482

Positions of all 19 atoms, in Å:
H1 -2.1196 0.1867 0.9513
H2 1.9572 -2.4135 -2.2959
H3 0.5674 -3.2903 -0.8642
N1 0.7397 -2.8321 -1.8592
C1 -0.0914 -0.7287 -1.0129
C2 -0.1020 1.5120 0.7829
H4 0.4695 2.6512 2.4613
H5 1.5072 -1.1492 -0.1504
O1 -0.4539 2.1293 2.1011
H6 -2.0450 0.0485 -1.6037
N2 -1.0386 0.2606 -1.0836
C3 -1.3527 1.0248 0.2447
C4 0.7842 0.2518 1.0199
H7 1.9540 0.5821 1.5401
H8 0.5505 2.1701 0.0667
H9 0.3543 -0.2339 1.7564
N3 -0.2862 -1.6071 -1.8280
H10 -2.2730 1.8794 -0.0607
N4 0.8782 -0.4418 -0.1659

***

Which of them is the most stable, and which is the least stable? entry 1 and entry 3, in that order.

***

Entry 1
The following is a quantum chemistry calculation of a 11-piece molecular cluster, C32H59Cl12N5 overall, from the Open Molecules 2025 dataset.

Computed properties:
E_HOMO, eV: -10.4
Net charge: 0
LUMO level, eV: 0.009
SMILES string: CCCC#N.CCCC#N.CCCC#N.CCCC#N.CCCC#N.ClCCCl.ClCCCl.ClCCCl.ClCCCl.ClCCCl.ClCCCl

Positions of all 108 atoms, in Å:
H1 9.8368 7.4070 7.9560
H2 10.3895 18.5338 11.8768
C1 15.6016 13.9630 10.3071
H3 12.2921 8.4719 9.0648
C2 9.1633 17.1529 16.7630
H4 15.8179 10.7107 14.1878
C3 14.1163 14.3217 17.3160
H5 16.6568 8.4749 13.2736
C4 9.5285 8.4245 8.2199
H6 11.1127 9.5263 18.5645
H7 16.0107 13.2348 10.9904
H8 8.4724 8.2998 8.4823
N1 12.5613 16.4866 10.4252
H9 11.8510 10.1326 8.4489
Cl1 16.8168 14.4029 8.9954
H10 5.7728 12.7930 11.9649
C5 10.6933 16.4652 12.2537
C6 7.8891 9.8853 13.6292
H11 15.2382 8.2411 12.3768
C7 10.2462 8.9757 9.4500
C8 11.7117 9.3769 9.2467
H12 12.7608 18.3204 12.7245
C9 13.0385 13.9878 16.3142
H13 11.5581 9.0688 15.6121
C10 10.4129 11.8995 11.9357
C11 10.7766 9.5720 17.5390
H14 9.7600 16.0754 11.8152
H15 7.5060 12.6098 12.0196
H16 10.1070 17.0605 7.4878
H17 8.7702 16.1522 6.6864
H18 11.4259 6.7250 16.7348
C12 11.7835 8.9370 16.6681
H19 9.6871 9.4288 14.7237
H20 9.0270 18.1382 16.3336
H21 10.6606 11.5257 13.9930
C13 6.9460 14.5791 12.0603
H22 9.3233 7.0506 14.9465
C14 6.7128 13.1953 11.5721
H23 11.1827 15.1359 8.2976
H24 6.8282 14.6076 13.1349
H25 8.1002 9.1001 15.5866
H26 15.5417 14.8953 10.8584
H27 9.1195 7.4375 13.2665
C15 8.6573 9.0745 14.6357
H28 13.9575 14.3483 8.9784
H29 10.0964 8.2965 10.2847
H30 12.0285 7.4655 18.1829
C16 7.4198 6.9248 14.1856
C17 9.4344 16.2191 7.5292
H31 13.4869 13.5021 10.4343
H32 9.8174 9.0556 17.4328
H33 8.2732 9.8325 12.6010
Cl2 14.8830 8.0148 14.8170
H34 11.0514 11.0503 11.7069
H35 8.5977 15.0320 16.4957
H36 10.8931 15.0900 6.5848
N2 9.7336 10.2027 6.3201
C18 12.1029 7.4925 17.1001
C19 8.6882 7.6151 14.2517
H37 9.3903 11.5254 11.8214
Cl3 8.5698 16.3238 9.0538
H38 7.6249 13.4852 9.5801
H39 8.9734 15.9013 14.9745
H40 12.0915 9.7744 10.2098
H41 7.9219 14.9642 11.7319
Cl4 13.2621 14.7489 14.7096
Cl5 9.5409 13.4703 7.5629
C20 10.3991 15.0644 7.5528
C21 15.5920 8.6980 13.3012
H42 12.1324 17.8732 14.3441
C22 11.9088 18.4085 13.4072
H43 5.8774 13.5169 9.6366
C23 15.3641 10.2397 13.3187
Cl6 6.7688 16.2878 15.7811
C24 14.2617 13.5929 9.6842
C25 10.5920 17.8977 12.7639
H44 13.0953 12.9306 16.1381
H45 12.0514 14.2800 16.6297
H46 9.7380 9.8946 9.7804
Cl7 10.6740 13.2504 10.7571
C26 11.7549 16.4496 11.2393
H47 10.9831 15.7298 13.0092
H48 13.1112 7.2322 16.8988
Cl8 9.4253 13.4964 13.9540
H49 14.0205 13.7193 18.2197
H50 6.2344 15.2834 11.6298
Cl9 14.2023 16.0499 17.6483
H51 15.7935 10.7019 12.4355
H52 9.7071 18.0633 13.3846
N3 10.4370 12.0773 17.0383
H53 12.6792 9.5457 16.8532
Cl10 13.6869 10.7710 13.2974
H54 8.6075 17.2069 17.6846
H55 7.8935 10.9547 13.7985
C27 8.5779 15.9727 15.9666
Cl11 10.8737 16.8922 17.1013
Cl12 14.3981 12.0022 8.8881
H56 15.0810 13.9174 17.0482
H57 11.7959 19.4699 13.6473
H58 6.8401 9.5980 13.5644
C28 6.8159 11.6096 9.7044
H59 11.6412 12.9013 13.4571
C29 9.5649 9.4139 7.1320
C30 10.6735 12.3995 13.3247
C31 10.5775 10.9772 17.2426
N4 6.4306 6.3620 14.0712
C32 6.7497 13.0329 10.0732
N5 6.8466 10.4684 9.4124

***

Entry 2
The following is a quantum chemistry calculation of C32H59Cl12N5 as an isolated structure, from the Open Molecules 2025 dataset.

Computed properties:
E_HOMO, eV: -8.2
Net charge: 0
LUMO level, eV: -0.021

Positions of all 108 atoms, in Å:
C1 38.5642 9.2072 3.2373
Cl1 39.6561 12.4038 5.1804
C2 38.0531 12.6191 4.3513
C3 36.8328 11.9826 5.0477
Cl2 40.4222 11.0183 8.7557
Cl3 34.2205 10.7773 8.8636
H1 37.0681 8.6149 4.7589
H2 40.6158 9.6221 3.0751
C4 35.4121 10.8116 2.9270
H3 36.2005 3.2548 4.1876
H4 37.7467 6.7600 11.0415
N1 35.7200 11.9109 2.7732
H5 40.0837 10.2272 4.7912
H6 38.0202 3.4954 4.4978
H7 41.2127 8.3798 7.0949
H8 39.0702 6.0505 10.1867
H9 38.1408 12.2145 3.3429
C5 32.4749 6.8648 5.5142
H10 37.6646 9.8227 3.2442
N2 37.1678 7.5322 8.2220
Cl4 33.5109 6.3049 6.8019
C6 38.7821 9.3084 11.5701
C7 36.0201 8.4375 2.4158
Cl5 40.5448 7.2318 5.0970
C8 38.8883 11.5446 7.9940
Cl6 37.1075 10.6830 9.8272
C9 37.8163 7.2831 9.1493
C10 32.6215 8.3720 5.4247
H11 36.8605 12.2780 6.0966
H12 36.2495 9.5335 0.5191
H13 35.3150 5.2518 5.5629
H14 35.7217 7.4248 2.6866
Cl7 36.8174 10.2523 4.9646
C11 39.6834 10.1496 2.8742
H15 42.0427 8.9851 5.6885
H16 32.4678 8.9281 6.3495
H17 40.1328 9.8916 0.7271
H18 38.6080 8.6573 4.1775
H19 38.2687 8.8842 12.4330
N3 32.8529 5.0918 3.6841
H20 37.8426 7.3213 5.5601
H21 36.7918 9.1429 7.1646
C12 36.8587 7.7654 5.4091
C13 35.4591 9.3127 10.7580
H22 39.9714 8.6596 9.8783
N4 37.9197 3.4556 1.4112
C14 38.4350 11.0518 0.8036
C15 33.6553 4.7827 4.4575
H23 34.0726 9.2815 2.6804
H24 37.8517 13.6871 4.2680
H25 32.7342 6.2390 4.6602
C16 39.0049 5.4284 4.1170
H26 38.7709 12.6014 8.2339
H27 38.0424 6.6599 2.5734
H28 34.1420 1.9276 3.6619
C17 38.5660 7.0004 10.3641
C18 35.9606 8.5601 0.9154
H29 35.9452 7.5987 7.3606
C19 39.4845 8.1979 10.7373
C20 39.7217 10.6316 1.4137
H30 38.8998 5.8687 5.1085
H31 39.0670 11.4589 6.9221
H32 34.9477 8.4639 0.5243
H33 33.6235 8.5713 5.0448
H34 38.0009 9.8105 10.9993
H35 34.0875 8.6126 9.2226
C21 40.1303 9.8992 5.8296
C22 37.9099 4.3754 3.8641
C23 34.6796 4.3729 5.4545
Cl8 36.1753 7.8009 11.2983
H36 40.3333 7.8939 11.3499
H37 36.8981 4.7094 4.0940
C24 41.0665 8.6656 6.0532
H38 36.8569 10.8842 7.5183
H39 35.0605 0.8882 4.7128
H40 35.0066 9.2105 4.1883
H41 40.4394 10.8017 6.3568
H42 37.0495 8.6355 2.7148
Cl9 35.7465 6.6145 4.6278
H43 34.6724 9.6313 11.4418
H44 39.7401 6.2936 2.3428
H45 39.7269 10.9417 3.6218
Cl10 31.4456 9.0052 4.2330
C25 37.9037 3.8456 2.4980
H46 31.4111 6.6824 5.6659
C26 34.5860 1.8678 4.6555
H47 35.9215 12.3589 4.5829
H48 33.7587 1.7933 5.3613
C27 34.9627 9.2570 9.3054
Cl11 34.6939 9.2242 6.2471
C28 36.2480 8.3578 6.6394
C29 35.4528 3.1234 4.9697
C30 35.0648 9.3984 3.1162
H49 39.2318 7.5859 3.3689
H50 37.9376 9.5949 7.9768
H51 40.2807 11.5668 1.3842
C31 37.6641 10.6253 8.2035
Cl12 38.4165 9.5844 6.1981
H52 36.2020 10.0932 10.9225
C32 38.9951 6.5582 3.0932
H53 34.1574 4.2444 6.4027
H54 36.1576 2.8963 5.7696
H55 38.4078 8.4136 2.5067
H56 36.5642 7.7621 0.4830
H57 35.7015 9.0328 8.5360
N5 37.3926 11.3917 0.3092
H58 39.4628 10.1234 11.8159
H59 39.9954 4.9748 4.0837

***

Which of them is the most stable, and which is the least stable? entry 1 and entry 2, in that order.